Computed, not measured: a structure of composition C11H20N6O2Sn, with ωB97M-V with the def2-TZVPD basis set.

Each line ends with the natural charge from an NBO analysis.
Cartesian coordinates (Å):
Sn  1.028930  0.261790  1.996778  1.609
O  1.678476  1.125436  -0.008978  -0.624
O  1.778850  1.313000  -2.197212  -0.311
N  1.300495  0.743877  -1.216187  0.621
N  0.339850  -0.147953  -1.249647  -0.477
N  0.401373  -0.617287  -3.590486  -0.728
N  -2.231287  -0.742111  -1.145001  -0.641
N  0.186782  -1.830746  1.621677  -0.715
N  -1.553079  -0.771461  -2.384980  -0.390
C  2.475041  -2.468944  1.260911  -0.733
C  -1.168268  2.347361  0.579196  -0.238
C  -0.227041  -0.522310  -2.419383  0.624
C  -1.231421  -2.047359  1.930569  -0.469
C  -0.870958  2.940312  1.783198  -0.255
C  -0.349241  4.231139  -0.689815  -0.152
C  -0.967571  3.014554  -0.685920  -0.241
C  0.213975  4.686906  0.537019  -0.179
C  -0.037632  4.084340  1.741514  -0.212
C  0.630792  -4.145505  0.767774  -0.704
C  1.031046  -2.760297  1.173423  0.467
H  -1.584502  -1.337914  2.697090  0.227
H  -1.488596  1.325343  0.498947  0.173
H  -0.160362  -4.524186  1.434425  0.266
H  1.548697  -4.740198  0.818242  0.255
H  -2.955301  -0.059694  -1.335069  0.386
H  -1.940634  -1.430581  -3.051204  0.426
H  0.362423  -4.120897  -0.277698  0.273
H  -0.110977  4.824668  -1.610557  0.250
H  1.345504  -0.299603  -3.631917  0.444
H  2.723791  -2.284849  2.332015  0.271
H  2.779333  -1.558056  0.596146  0.255
H  -1.835269  -1.950335  1.001991  0.242
H  -1.253323  2.516574  -1.601371  0.216
H  -1.448360  -3.040340  2.327220  0.244
H  -1.178173  2.552667  2.716357  0.229
H  3.019761  -3.460220  0.997659  0.288
H  0.987132  5.509728  0.486153  0.247
H  0.483069  4.441987  2.627756  0.243
H  -1.552336  -0.385116  -0.391447  0.376
H  -0.170988  -0.673720  -4.439186  0.437

Atoms 1-6, force components in eV/Å:
-0.04 0.54 -0.68
-0.35 -1.28 -0.88
-0.59 -1.12 1.86
0.63 1.59 -0.89
0.08 -0.11 1.22
-1.08 -0.20 0.25

**Energy above the lowest of the compared OMol25 structures with the same formula, charge and spin**: 0.807 eV
**Spin multiplicity**: 1
**Kohn-Sham gap**: 6.76 eV
**LUMO level**: -0.3052 hartree
**HOMO level**: -15.1 eV
**Charge**: +2

Computed, not measured: the molecule C7H13NO, with ωB97M-V with the def2-TZVPD basis set.

Each line ends with the natural charge from an NBO analysis.
Cartesian coordinates (Å):
O  0.748690  -1.481350  -2.035798  -0.549
N  1.454046  -0.275249  2.118501  -0.827
C  -0.565870  -0.398465  -0.263941  -0.192
C  -1.286965  -1.005254  0.945174  -0.609
C  0.478651  0.660760  0.037092  -0.086
C  0.705109  1.702621  -1.026377  -0.621
C  -1.585274  0.022295  -1.317904  -0.601
C  0.501700  -1.359818  -0.874310  0.463
C  1.382420  0.588528  1.037023  0.021
H  -2.313749  -1.242644  0.680608  0.224
H  2.056943  0.041808  2.864286  0.382
H  -2.206323  0.829752  -0.930623  0.209
H  -1.106110  0.357407  -2.231768  0.229
H  -2.214552  -0.825934  -1.575383  0.214
H  -0.173521  2.327271  -1.175912  0.210
H  1.546058  2.338400  -0.760305  0.212
H  0.944918  1.217874  -1.973210  0.219
H  2.157565  1.348158  1.057665  0.189
H  -0.816343  -1.925683  1.281964  0.210
H  1.017788  -1.955371  -0.094307  0.112
H  0.591832  -0.659966  2.460986  0.381
H  -1.317012  -0.305142  1.776539  0.209

Atoms 1-6, force components in eV/Å:
0.18 0.11 -0.70
0.24 -0.24 0.26
0.65 -0.58 -0.65
0.18 0.14 -0.10
0.53 0.46 0.49
0.11 -0.17 0.08

**Energy above the lowest of the compared OMol25 structures with the same formula, charge and spin**: 1.162 eV
**Spin multiplicity**: 1
**Structure (SMILES)**: C/C(=C/N)C(C)(C)C=O
**Kohn-Sham gap**: 8.71 eV
**LUMO level**: 0.0301 hartree
**HOMO level**: -7.9 eV

Computed, not measured: the molecule C4H8O3, with ωB97M-V with the def2-TZVPD basis set.

Each line ends with the natural charge from an NBO analysis.
Cartesian coordinates (Å):
O  -0.928920  1.488667  2.273472  -0.488
O  1.165237  0.907083  -0.999313  -0.744
O  1.478909  0.387973  1.395681  -0.700
C  -0.775149  -0.549489  -1.398207  -0.642
C  0.277515  -0.151709  0.952635  -0.034
C  -0.953269  0.604273  1.456533  0.408
C  0.471750  -0.309990  -0.566761  0.089
H  1.172851  -1.147953  -0.654609  0.182
H  2.031819  0.724265  -1.398564  0.491
H  1.685561  0.957485  0.598892  0.483
H  -1.552687  0.191280  -1.187411  0.217
H  -1.206771  -1.547591  -1.240094  0.222
H  0.085700  -1.188762  1.294042  0.191
H  -1.922674  0.208567  1.074512  0.098
H  -0.488162  -0.468752  -2.446372  0.227

Atoms 1-6, force components in eV/Å:
0.04 -0.40 -0.53
-0.33 -0.32 -0.41
0.08 0.26 -0.14
0.03 0.10 -0.11
-0.13 -0.15 -0.21
0.01 0.24 0.15

**Energy above the lowest of the compared OMol25 structures with the same formula, charge and spin**: 1.967 eV
**Spin multiplicity**: 1
**Structure (SMILES)**: C[C@@H](O)[C@@H](O)C=O
**Kohn-Sham gap**: 10.04 eV
**LUMO level**: 0.0169 hartree
**HOMO level**: -9.6 eV

Computed, not measured: a structure of composition C17H31Cl2NO3P2Tc, with ωB97M-V with the def2-TZVPD basis set.

Each line ends with the natural charge from an NBO analysis.
Cartesian coordinates (Å):
Tc  0.260696  0.381416  0.318428  0.377
Cl  -1.500210  2.586004  4.721968  0.006
Cl  -0.364272  4.403491  2.687334  -0.011
P  2.485651  -0.148065  -0.154259  1.167
P  -2.217941  0.266155  0.441907  1.060
O  0.888429  0.756474  3.273467  -0.658
O  -0.472732  -2.366490  0.474510  -0.582
O  -0.287448  1.763999  1.652291  -0.751
N  -0.112644  0.942868  -1.394376  -0.563
C  -0.074056  1.740024  -2.474119  0.077
C  2.743155  -1.697696  -1.057520  -0.958
C  0.004947  3.972394  -3.442569  -0.203
C  -0.036413  1.184403  -3.791047  -0.195
C  -0.011721  3.161044  -2.329980  -0.249
C  0.231963  1.710463  2.858193  0.739
C  -0.117250  2.945615  3.703582  -0.308
C  -2.897830  1.836227  -0.226829  -0.939
C  -2.936712  0.192897  2.110802  -0.959
C  -0.026980  2.021277  -4.894562  -0.232
C  3.506785  0.964419  -1.214443  -0.939
C  -0.015404  3.413637  -4.723339  -0.252
C  3.496431  -0.436737  1.331087  -0.954
C  0.662883  -4.310352  1.374841  -0.725
C  -3.063212  -1.042499  -0.465510  -0.955
C  -0.895269  -2.889091  2.802700  -0.740
C  -0.264360  -3.121130  1.453324  0.623
H  3.798774  -1.994039  -0.964718  0.222
H  -0.613399  -3.644002  3.543671  0.223
H  1.072259  -4.516382  2.372911  0.225
H  4.475142  -0.834139  1.026146  0.222
H  -0.044625  1.580199  -5.893424  0.208
H  3.639162  0.479344  1.918210  0.255
H  0.019299  5.058819  -3.303752  0.209
H  -1.984845  -2.912977  2.717193  0.242
H  -2.472109  2.700084  0.304919  0.261
H  0.182386  -5.229980  1.007622  0.253
H  2.974045  -1.168999  1.960054  0.245
H  -2.640635  1.921393  -1.292262  0.255
H  -3.991669  1.829930  -0.107669  0.218
H  -0.048709  0.091759  -3.879372  0.205
H  1.497881  -4.077889  0.712923  0.236
H  -2.666368  -0.751823  2.595920  0.231
H  -0.590350  -1.904212  3.171019  0.270
H  3.295440  1.998891  -0.922156  0.248
H  -2.584711  1.016923  2.741138  0.260
H  -2.769082  -1.000977  -1.515320  0.255
H  -4.029653  0.253774  2.026375  0.223
H  -2.753556  -2.011288  -0.069690  0.250
H  1.329465  1.505145  0.270311  0.055
H  4.581413  0.770277  -1.101825  0.229
H  0.724952  3.142355  4.365444  0.238
H  -0.003812  3.561161  -1.310892  0.219
H  3.228143  0.834706  -2.266857  0.250
H  2.512177  -1.529973  -2.115779  0.247
H  2.080681  -2.474025  -0.659788  0.239
H  -0.011179  4.059528  -5.609364  0.208
H  -4.147602  -0.921428  -0.376972  0.221

Atoms 1-6, force components in eV/Å:
0.44 -1.60 -1.62
-0.36 0.02 0.16
0.01 -0.40 0.48
-0.04 -0.03 -0.42
0.25 0.52 0.09
-0.20 0.78 0.25

**Spin multiplicity**: 4
**Expectation value of S²**: 3.8026
**Kohn-Sham gap (alpha / beta)**: 6.01 / 7.43 eV
**LUMO level (alpha / beta)**: 0.0172 / 0.0112 hartree
**HOMO level (alpha / beta)**: -5.5 / -7.1 eV

Computed, not measured: a structure of composition C49H23BrF10N5O4PSe3Sn, with ωB97M-V with the def2-TZVPD basis set.

Each line ends with the Löwdin charge.
Cartesian coordinates (Å):
Sn  0.645678  1.565628  1.872160  0.827
Br  -5.221217  1.883873  3.383845  0.718
Se  2.147393  -1.056331  2.429643  0.273
Se  1.876087  2.277878  4.171015  0.563
Se  -1.522873  -1.306784  3.187275  0.219
P  0.316656  -2.218646  2.443837  0.153
F  0.523145  -2.576499  7.509232  0.119
F  3.245857  4.248253  -5.220865  0.069
F  4.154922  0.060035  -3.069926  0.101
F  3.726408  0.005835  5.367828  0.045
F  -1.376575  -0.804052  6.842299  0.092
F  -7.009385  0.606601  -1.171724  0.034
F  3.171851  -1.913082  7.019614  0.103
F  3.425212  5.426935  -2.835595  0.067
F  -0.912334  1.306401  5.481293  0.051
F  3.975427  1.340971  -0.641309  0.056
O  -0.592445  -1.455147  -6.586786  0.038
O  0.352227  1.960544  -1.316797  0.098
O  -1.579769  1.012925  -0.698816  -0.004
O  -2.180054  -2.057128  -5.084460  0.030
N  1.923678  3.214195  1.151403  -0.059
N  3.169004  -0.940216  -6.070642  0.126
N  5.014213  6.217189  0.022224  0.103
N  -1.690487  3.512420  2.236389  0.037
N  5.425142  2.637238  -7.118938  0.105
C  -1.466245  -1.041079  -4.522403  -0.187
C  -3.600299  -0.174387  -0.229233  0.010
C  0.151786  0.536052  5.748677  -0.294
C  3.672237  2.033427  -4.269653  -0.085
C  -2.921053  0.875692  -0.923024  -0.303
C  -1.672890  -2.306515  -6.344767  -0.204
C  3.513502  3.446528  -4.147905  -0.127
C  0.882493  -1.400874  7.016022  -0.157
C  0.007598  -4.061421  4.617691  -0.101
C  4.345111  5.277109  -0.173009  -0.223
C  -1.136732  -3.523175  0.543719  -0.127
C  2.169720  -1.116880  6.610263  -0.156
C  2.422224  -0.105611  5.736093  -0.301
C  0.504510  0.251659  -5.069692  0.029
C  -5.019633  1.661681  -1.838272  -0.027
C  0.725289  -2.429012  -0.357322  -0.098
C  0.399688  -5.222309  5.353979  -0.067
C  3.917498  1.405038  -5.524347  -0.253
C  -0.427717  -0.723539  -5.416951  -0.142
C  0.407330  0.910002  -3.857923  0.021
C  3.548017  4.059008  -2.905721  -0.134
C  1.457422  0.795036  5.312734  -0.545
C  -0.745091  -3.739165  -1.783582  -0.098
C  2.242777  -5.549770  3.784760  -0.105
C  3.593117  4.138688  -0.477229  -0.226
C  -3.334999  4.705977  0.946939  -0.069
C  -3.658347  1.735728  -1.686037  -0.036
C  3.507214  0.126410  -5.871552  -0.307
C  -2.642853  2.803255  2.778280  -0.231
C  1.743307  -4.519069  3.040712  -0.131
C  1.548384  -5.943029  4.918766  -0.099
C  -4.971252  -0.298467  -0.348516  0.017
C  3.666910  3.398908  -1.709700  -0.102
C  -4.359095  4.001016  1.548193  -0.085
C  4.779592  2.027793  -6.411569  -0.294
C  -0.096403  -0.556157  6.551440  -0.190
C  -0.047002  -2.733320  0.737640  -0.436
C  0.670254  -3.740481  3.437984  -0.385
C  -1.547295  -0.448095  -3.289069  0.057
C  2.674590  3.649657  0.351391  -0.180
C  -1.516600  -4.045866  -0.725547  -0.085
C  -0.624210  0.542192  -2.982430  -0.120
C  3.798706  2.021713  -1.839117  -0.113
C  -3.974517  3.007118  2.478190  -0.628
C  3.738115  1.327801  -3.036121  -0.170
C  0.363675  -2.844556  -1.646333  -0.039
C  -0.554511  1.286405  -1.670712  -0.359
C  -5.663306  0.703068  -1.115365  -0.273
C  -2.027602  4.373996  1.246933  -0.116
H  -0.220251  -5.590403  6.154821  0.088
H  -0.918402  -4.076156  -2.788733  0.093
H  1.265301  0.460811  -5.800567  0.086
H  1.120660  1.661270  -3.501258  0.114
H  -0.768059  -3.437367  5.022259  0.054
H  1.552083  -1.792901  -0.221085  0.046
H  -2.402567  -4.693394  -0.699876  0.105
H  -1.727649  -3.775199  1.402501  0.076
H  2.291404  -4.284387  2.170045  0.088
H  1.878519  -6.848819  5.540098  0.115
H  -3.021510  -0.789006  0.422199  0.076
H  -3.106141  2.557376  -2.246177  0.155
H  -2.324958  2.098655  3.478879  0.063
H  1.068047  -2.674520  -2.410893  0.095
H  -1.309246  -3.343876  -6.496916  0.143
H  -2.478870  -2.076422  -7.073292  0.138
H  2.983856  -6.211189  3.340530  0.104
H  -2.306697  -0.702791  -2.516640  0.136
H  -5.532359  2.419547  -2.400407  0.116
H  -1.179634  4.939171  0.843531  0.119
H  -3.457639  5.573321  0.334441  0.099
H  -5.492697  -1.131139  0.147104  0.123
H  -5.364364  4.190207  1.409933  0.077

Atoms 1-6, force components in eV/Å:
0.18 -0.23 0.54
-0.01 0.32 -0.29
-0.11 0.02 -0.11
-0.14 -0.08 0.11
0.53 -0.05 -0.12
-0.55 0.61 0.56

**Energy above the lowest of the compared OMol25 structures with the same formula, charge and spin**: 2.309 eV
**Spin multiplicity**: 1
**Kohn-Sham gap**: 5.71 eV
**LUMO level**: 0.1196 hartree
**HOMO level**: -2.5 eV
**Charge**: -2

Number 1: maximum force 3.15 eV/A. Number 2: maximum force 1.72 eV/A. Number 3: maximum force 1.36 eV/A. Number 4: maximum force 4.23 eV/A. Number 5: maximum force 3.43 eV/A.